DFT (ωB97M-V/def2-TZVPD) results for the ion C5H11N3O with charge +2.

```
20
Properties=species:S:1:pos:R:3:forces:R:3
C -1.048156 -1.763206 -0.243893 -2.1 -8.0 -2.3
C 1.111611 -1.259876 0.147497 -2.9 2.1 0.5
C 0.113005 0.063151 0.440348 1.9 -1.8 -0.4
C -2.405625 0.204388 0.213510 0.2 0.0 -0.5
C 0.631294 1.227582 -0.417296 -1.0 0.1 -0.4
N -1.163693 -0.509113 0.073975 0.5 7.4 1.9
N 0.209983 -2.231657 -0.209193 1.2 0.6 0.4
N 2.013709 1.576211 -0.002133 0.5 0.1 0.2
O 2.293268 -1.232553 0.169494 1.5 -0.2 0.0
H -1.890353 -2.387502 -0.516607 0.2 0.2 0.1
H 0.124414 0.304196 1.508929 -0.1 0.1 0.1
H -2.845622 0.029911 1.200289 0.0 -0.2 0.3
H -2.243501 1.273735 0.102060 0.1 0.0 0.1
H -3.121916 -0.131890 -0.534353 0.0 -0.2 -0.1
H -0.013186 2.108706 -0.322227 0.3 -0.1 0.0
H 0.651845 0.931609 -1.470239 0.1 0.1 0.1
H 0.494111 -3.182387 -0.436584 -0.1 -0.1 -0.1
H 2.430051 2.262698 -0.649282 -0.1 -0.1 0.2
H 2.616755 0.725099 0.004463 -0.2 0.2 0.0
H 2.042002 1.990900 0.941239 0.1 -0.1 -0.2
```
Forces are in eV/Å.

Properties
HOMO (spin up / spin down) in eV: -14.9668 / -19.4150
Net charge: +2
DFT total energy in hartree: -435.84844
Gap between HOMO and LUMO (spin up / spin down) in eV: 8.03 / 6.58
ΔE to the lowest compared entry with this formula, charge and spin in kcal per mole: 0.0
Multiplicity: 3
Strongest force on any atom in eV Å⁻¹: 8.60